1.
Density functional theory data (ωB97M-V/def2-TZVPD) for a molecular structure, C28H40ClCsN2O14P2.

Cartesian coordinates (Å):
Cs  -0.454  0.146  0.143
C  -6.221  2.676  -2.256
C  -5.108  3.190  -1.366
C  -4.189  4.165  -2.076
O  -4.410  2.110  -0.713
P  -3.539  0.910  -1.274
O  -2.920  0.068  -0.214
C  -2.842  1.096  -2.952
P  -1.485  -0.026  -3.320
O  -0.147  0.317  -2.820
O  -1.483  -0.167  -4.921
C  -0.432  0.513  -5.656
C  -0.618  2.013  -5.566
C  -0.498  -0.016  -7.067
O  -2.110  -1.392  -2.861
C  -1.608  -2.730  -3.166
C  -0.119  -2.753  -3.442
C  -2.449  -3.297  -4.284
O  -4.773  -0.018  -1.859
C  -5.450  -0.906  -0.953
C  -4.767  -2.259  -0.952
C  -6.888  -0.998  -1.412
H  -6.751  3.533  -2.683
H  -6.931  2.068  -1.695
H  -5.840  2.062  -3.075
H  -5.560  3.712  -0.525
H  -3.823  3.767  -3.026
H  -3.333  4.455  -1.470
H  -4.772  5.063  -2.307
H  -2.454  2.101  -3.092
H  -3.629  0.833  -3.659
H  0.519  0.239  -5.199
H  -1.622  2.287  -5.907
H  0.113  2.517  -6.206
H  -0.477  2.379  -4.547
H  -1.467  0.218  -7.518
H  -0.367  -1.101  -7.082
H  0.287  0.439  -7.677
H  -1.794  -3.267  -2.238
H  0.126  -2.235  -4.375
H  0.186  -3.798  -3.547
H  0.441  -2.314  -2.618
H  -2.242  -2.781  -5.227
H  -3.512  -3.198  -4.060
H  -2.213  -4.358  -4.403
H  -5.418  -0.492  0.057
H  -4.793  -2.686  -1.961
H  -5.284  -2.946  -0.273
H  -3.729  -2.169  -0.638
H  -6.928  -1.321  -2.458
H  -7.400  -0.039  -1.333
H  -7.432  -1.730  -0.807
O  0.576  0.503  4.652
C  0.409  0.835  3.466
O  -0.499  0.516  2.654
C  1.486  1.797  2.908
C  2.322  2.478  3.794
C  3.277  3.339  3.288
C  3.396  3.487  1.910
C  2.538  2.762  1.103
N  1.601  1.940  1.582
H  2.190  2.294  4.850
H  3.928  3.890  3.958
H  4.129  4.149  1.466
H  2.593  2.842  0.022
O  2.252  -0.734  -0.258
C  3.048  -1.641  -0.176
C  2.744  -3.079  -0.157
C  3.840  -3.912  -0.077
C  3.695  -5.287  -0.066
C  2.407  -5.867  -0.119
C  1.301  -5.079  -0.196
C  1.385  -3.620  -0.245
O  0.379  -2.908  -0.377
N  4.865  -6.125  -0.007
O  5.971  -5.600  0.078
O  4.710  -7.343  0.038
H  4.136  -1.415  -0.119
H  4.835  -3.484  -0.027
H  2.325  -6.946  -0.099
H  0.305  -5.507  -0.236
Cl  -3.448  4.059  1.744
C  -2.111  2.850  1.320
C  -1.599  3.182  -0.099
O  -0.996  4.238  -0.252
O  -1.836  2.331  -1.039
H  -2.501  1.843  1.424
H  -1.311  3.006  2.032

The charge is -2. As for the energy: -3417.13427 a.u. The calculation puts the maximum force at 2.6 eV Å⁻¹. The value obtained for the orbital gap is 0.24449 Eh. The value obtained for the energy above the lowest of the compared OMol25 structures with the same formula, charge and spin is 134.57 kJ/mol.

2.
Density functional theory data (ωB97M-V/def2-TZVPD) for a molecular structure, C28H40ClNO3PtSSe.

Cartesian coordinates (Å):
Pt  -1.270  0.276  3.954
C  -0.723  -4.517  -2.644
C  0.188  -4.009  -1.526
C  1.380  -3.289  -2.176
C  0.709  -5.226  -0.749
C  -0.540  -3.052  -0.583
C  0.127  -2.487  0.502
C  -0.506  -1.589  1.333
Se  0.504  -0.748  2.721
C  1.109  0.730  1.647
C  2.167  0.494  0.784
C  2.597  1.470  -0.102
C  1.905  2.690  -0.057
C  0.851  2.980  0.788
C  0.402  1.973  1.728
O  -0.515  2.150  2.581
C  0.217  4.380  0.676
C  -0.278  4.598  -0.764
C  1.281  5.443  0.998
C  -0.978  4.637  1.602
C  3.739  1.277  -1.097
C  4.335  -0.128  -1.012
C  3.228  1.486  -2.530
C  4.860  2.289  -0.817
C  -1.857  -1.160  1.170
O  -2.367  -0.303  1.957
C  -2.557  -1.783  0.079
C  -1.874  -2.673  -0.743
C  -4.038  -1.517  -0.252
C  -4.145  -0.923  -1.667
C  -4.760  -0.557  0.700
C  -4.810  -2.848  -0.218
H  -0.163  -5.196  -3.295
H  -1.100  -3.694  -3.256
H  -1.581  -5.063  -2.242
H  1.915  -3.957  -2.862
H  2.087  -2.941  -1.420
H  1.038  -2.414  -2.734
H  1.229  -5.922  -1.418
H  -0.120  -5.754  -0.270
H  1.406  -4.924  0.035
H  1.168  -2.733  0.700
H  2.638  -0.484  0.804
H  2.225  3.471  -0.745
H  0.529  4.516  -1.496
H  -0.727  5.593  -0.861
H  -1.037  3.853  -1.015
H  2.136  5.384  0.321
H  1.648  5.309  2.019
H  0.848  6.448  0.918
H  -1.790  3.933  1.429
H  -1.337  5.657  1.407
H  -0.713  4.546  2.653
H  3.584  -0.892  -1.227
H  4.749  -0.328  -0.021
H  5.143  -0.230  -1.745
H  2.430  0.773  -2.753
H  4.036  1.345  -3.258
H  2.821  2.491  -2.662
H  5.245  2.156  0.197
H  4.493  3.315  -0.902
H  5.688  2.162  -1.524
H  -2.430  -3.106  -1.567
H  -3.600  0.023  -1.717
H  -5.194  -0.729  -1.918
H  -3.729  -1.591  -2.425
H  -4.304  0.431  0.713
H  -4.748  -0.912  1.730
H  -5.801  -0.471  0.362
H  -4.414  -3.573  -0.933
H  -5.867  -2.677  -0.456
H  -4.751  -3.290  0.779
O  1.012  -1.062  7.500
S  0.694  -0.350  6.254
N  -0.670  -0.500  5.702
Cl  -3.068  1.323  4.915

The charge is -2. As for the energy: -4750.61292 a.u. The calculation puts the maximum force at 1.4 eV Å⁻¹. The value obtained for the orbital gap is 0.20787 Eh. The value obtained for the energy above the lowest of the compared OMol25 structures with the same formula, charge and spin is 133.66 kJ/mol.

3.
Density functional theory data (ωB97M-V/def2-TZVPD) for a single C28H40I2N2O4S molecule.

Cartesian coordinates (Å):
C  -3.838  1.863  0.152
C  -4.820  0.834  0.737
S  -5.331  -0.431  -0.459
C  -4.086  -1.740  -0.242
C  -2.730  -1.229  0.137
C  -2.322  -1.349  1.451
C  -1.059  -0.895  1.875
N  -0.692  -1.055  3.184
C  0.485  -0.611  3.542
C  0.882  -0.856  4.962
C  2.083  -1.799  5.117
C  1.674  -3.289  5.039
C  2.526  -4.045  4.042
O  2.618  -5.415  4.440
C  1.344  0.030  2.587
C  2.672  0.575  2.968
I  2.731  2.242  4.266
C  3.830  0.123  2.497
C  5.175  0.687  2.812
I  3.890  -1.556  1.225
N  1.032  0.178  1.330
C  -0.189  -0.300  0.962
C  -0.605  -0.185  -0.391
O  0.241  0.364  -1.322
C  0.349  1.788  -1.245
C  1.040  2.253  -2.518
C  2.507  1.867  -2.506
C  0.761  3.742  -2.823
C  1.841  4.697  -2.316
C  0.604  3.922  -4.334
C  -1.847  -0.632  -0.809
C  -2.244  -0.482  -2.253
C  -1.465  -1.428  -3.153
O  -1.644  -0.995  -4.516
C  -1.870  -2.057  -5.357
C  -3.312  -2.278  -5.688
O  -0.983  -2.716  -5.773
H  -3.642  1.690  -0.897
H  -2.903  1.831  0.708
H  -4.227  2.872  0.259
H  -5.749  1.320  1.011
H  -4.438  0.378  1.642
H  -4.433  -2.418  0.529
H  -4.038  -2.306  -1.166
H  -2.968  -1.806  2.185
H  1.015  0.073  5.503
H  0.031  -1.341  5.428
H  2.531  -1.594  6.083
H  2.839  -1.624  4.359
H  0.620  -3.389  4.809
H  1.871  -3.741  6.009
H  3.526  -3.619  4.001
H  2.065  -3.986  3.054
H  3.245  -5.839  3.850
H  5.425  0.492  3.851
H  5.203  1.755  2.628
H  5.942  0.244  2.190
H  0.972  2.057  -0.393
H  -0.640  2.238  -1.170
H  0.577  1.672  -3.316
H  3.014  2.323  -3.354
H  2.642  0.797  -2.615
H  3.025  2.190  -1.605
H  -0.160  4.029  -2.319
H  1.797  4.852  -1.242
H  1.660  5.676  -2.758
H  2.844  4.409  -2.609
H  0.350  4.949  -4.574
H  1.556  3.690  -4.803
H  -0.163  3.256  -4.714
H  -3.305  -0.677  -2.356
H  -2.078  0.531  -2.610
H  -0.415  -1.428  -2.892
H  -1.866  -2.435  -3.032
H  -3.774  -2.937  -4.962
H  -3.370  -2.681  -6.690
H  -3.830  -1.325  -5.643

As for the energy: -2494.95692 a.u. The calculation puts the maximum force at 1.4 eV Å⁻¹. The value obtained for the orbital gap is 0.30082 Eh. As for the SMILES: CCSCc1cc2nc(CCCCO)c(/C(I)=C(/C)I)nc2c(OC[C@H](C)C(C)C)c1CCOC(C)=O.

4.
Density functional theory data (ωB97M-V/def2-TZVPD) for 9 unconnected molecules or ions with the total composition C28H41BClFO27.

Cartesian coordinates (Å):
O  -5.415  3.844  4.204
C  -4.578  3.211  3.255
C  -3.478  2.350  3.890
O  -3.197  2.808  5.200
C  -2.094  2.207  5.798
O  -0.875  2.502  5.144
C  -0.022  3.428  5.823
B  -0.282  4.794  5.090
F  0.428  5.074  3.991
Cl  -1.469  5.963  5.592
H  -4.941  4.596  4.569
H  -4.135  3.935  2.571
H  -5.239  2.567  2.671
H  -3.770  1.291  3.938
H  -2.566  2.416  3.285
H  -2.074  2.599  6.820
H  -2.203  1.118  5.816
H  1.012  3.104  5.668
H  -0.218  3.431  6.898
O  3.805  4.586  -1.510
C  3.484  5.019  -0.453
O  4.301  5.155  0.614
C  3.615  5.896  1.630
C  2.156  5.670  1.270
O  2.241  5.455  -0.146
H  3.894  5.514  2.608
H  3.906  6.945  1.550
H  1.741  4.772  1.730
H  1.505  6.512  1.483
O  -3.245  5.442  0.523
C  -2.457  5.203  -0.335
O  -2.724  5.234  -1.655
C  -1.486  5.148  -2.374
C  -0.575  4.473  -1.367
O  -1.163  4.884  -0.119
H  -1.631  4.578  -3.287
H  -1.164  6.162  -2.618
H  -0.624  3.386  -1.441
H  0.455  4.806  -1.408
O  -1.168  1.257  -2.078
C  -1.207  0.625  -1.060
O  -2.195  0.644  -0.163
C  -1.990  -0.460  0.753
C  -0.500  -0.705  0.632
O  -0.240  -0.233  -0.705
H  -2.317  -0.180  1.747
H  -2.573  -1.307  0.392
H  0.086  -0.102  1.327
H  -0.228  -1.751  0.698
O  1.508  -2.888  -6.238
C  1.173  -2.260  -5.288
O  1.972  -1.948  -4.246
C  1.292  -1.002  -3.405
C  -0.162  -1.266  -3.746
O  -0.068  -1.755  -5.095
H  1.539  -1.191  -2.365
H  1.606  0.006  -3.679
H  -0.595  -2.051  -3.123
H  -0.783  -0.379  -3.708
O  -1.590  -1.081  4.514
C  -0.705  -1.299  5.274
O  0.203  -2.290  5.146
C  1.242  -2.094  6.109
C  0.542  -1.253  7.165
O  -0.455  -0.578  6.393
H  1.592  -3.057  6.468
H  2.063  -1.558  5.630
H  0.046  -1.862  7.922
H  1.185  -0.522  7.647
O  -0.709  -3.692  -0.091
C  0.334  -4.252  -0.248
O  1.409  -4.090  0.546
C  2.413  -5.049  0.158
C  2.018  -5.354  -1.275
O  0.600  -5.098  -1.252
H  3.398  -4.607  0.264
H  2.332  -5.922  0.805
H  2.474  -4.670  -1.991
H  2.204  -6.378  -1.573
O  4.505  -7.132  -1.136
C  4.782  -7.449  -2.250
O  5.949  -7.998  -2.628
C  5.829  -8.442  -3.988
C  4.701  -7.566  -4.509
O  3.960  -7.298  -3.309
H  6.776  -8.300  -4.499
H  5.567  -9.501  -3.983
H  5.058  -6.619  -4.913
H  4.053  -8.052  -5.232
O  -5.954  -1.103  -8.165
C  -4.993  -0.885  -7.504
O  -3.997  -1.768  -7.268
C  -2.912  -1.085  -6.630
C  -3.619  0.106  -6.003
O  -4.737  0.287  -6.877
H  -2.428  -1.742  -5.916
H  -2.189  -0.786  -7.391
H  -3.991  -0.111  -5.000
H  -3.024  1.015  -5.979

As for the energy: -3708.09104 a.u. The calculation puts the maximum force at 0.5 eV Å⁻¹. The value obtained for the orbital gap is 0.35900 Eh. As for the SMILES: OCCOCOCB(F)Cl.O=C1OCCO1.O=C1OCCO1.O=C1OCCO1.O=C1OCCO1.O=C1OCCO1.O=C1OCCO1.O=C1OCCO1.O=C1OCCO1. The value obtained for the energy above the lowest of the compared OMol25 structures with the same formula, charge and spin is 0.00 kJ/mol.

5.
Density functional theory data (ωB97M-V/def2-TZVPD) for a molecular structure, C28H41Br6N4O8Sr.

Cartesian coordinates (Å):
N  -4.717  2.574  -1.232
H  -5.200  2.416  -2.121
H  -4.209  3.450  -1.214
H  -3.895  1.911  -1.290
H  -5.302  2.265  -0.456
Sr  -0.764  3.517  -2.017
C  -1.149  -0.036  0.689
C  -1.898  0.486  -0.536
O  -2.100  1.862  -0.678
H  -1.768  0.289  1.533
H  -0.161  0.417  0.712
H  -1.162  -1.124  0.657
H  -2.883  -0.030  -0.552
H  -1.439  0.018  -1.425
C  -1.016  1.095  -4.452
C  -1.530  2.284  -5.266
O  -1.565  3.481  -4.553
H  0.023  1.252  -4.158
H  -1.063  0.183  -5.053
H  -1.704  0.953  -3.611
H  -2.535  1.958  -5.594
H  -0.979  2.484  -6.194
Br  -2.446  -3.349  1.992
C  -3.430  -1.927  2.853
C  -4.701  -2.427  3.523
Br  -5.693  -0.796  4.013
H  -3.677  -1.159  2.124
H  -2.729  -1.490  3.558
H  -4.444  -2.966  4.438
H  -5.223  -3.216  2.984
Br  -1.918  1.765  4.497
C  -3.580  2.504  3.824
C  -3.349  3.348  2.592
Br  -5.115  3.809  1.865
H  -4.045  3.062  4.627
H  -4.104  1.596  3.543
H  -2.783  2.880  1.792
H  -2.939  4.306  2.902
Br  1.416  0.647  3.149
C  1.713  1.969  4.524
C  2.133  1.260  5.783
Br  2.918  2.535  7.064
H  0.827  2.593  4.626
H  2.450  2.634  4.082
H  2.992  0.650  5.515
H  1.369  0.672  6.275
C  5.558  3.357  -0.666
C  5.291  2.223  0.094
C  4.131  1.523  -0.120
C  3.216  1.952  -1.093
C  3.532  3.028  -1.913
C  4.685  3.754  -1.668
N  1.997  1.184  -1.300
O  1.883  0.115  -0.777
O  1.121  1.690  -2.022
H  6.452  3.924  -0.443
H  5.995  1.855  0.827
H  3.954  0.608  0.431
H  2.841  3.315  -2.695
H  4.941  4.678  -2.169
C  -1.979  -2.843  -1.909
C  -0.693  -3.202  -1.640
C  0.192  -3.522  -2.706
C  -0.167  -3.232  -4.004
C  -1.467  -2.772  -4.269
C  -2.362  -2.651  -3.236
N  0.746  -3.512  -5.124
O  1.897  -3.789  -4.851
O  0.271  -3.435  -6.244
H  -2.686  -2.663  -1.107
H  -0.326  -3.330  -0.630
H  1.187  -3.793  -2.377
H  -1.830  -2.441  -5.231
H  -3.372  -2.379  -3.517
C  2.645  -3.189  2.821
C  3.985  -3.374  2.520
C  4.445  -3.211  1.230
C  3.584  -2.811  0.217
C  2.276  -2.521  0.565
C  1.802  -2.603  1.886
N  4.086  -2.557  -1.113
O  4.922  -1.691  -1.244
O  3.670  -3.250  -2.009
H  2.386  -3.458  3.839
H  4.674  -3.696  3.289
H  5.490  -3.472  1.099
H  1.626  -2.072  -0.174
H  0.776  -2.339  2.097

The charge is +1. As for the energy: -17386.74743 a.u. The calculation puts the maximum force at 2.8 eV Å⁻¹. The value obtained for the orbital gap is 0.22226 Eh. The value obtained for the energy above the lowest of the compared OMol25 structures with the same formula, charge and spin is 0.00 kJ/mol.